16
Properties=species:S:1:pos:R:3:forces:R:3 method="wB97M-V/def2-TZVPD" lumo_energy_ev=0.93 energy_ha=-288.55568 relative_energy_kcal_mol=142.0
C 0.619414 -1.925170 0.442394 0.000 -0.159 0.226
C 0.616037 -0.716413 -0.534012 0.416 0.423 0.112
N 0.096819 -2.218432 -0.774191 -0.081 -0.728 0.376
C -0.732611 -0.211282 -1.268413 -0.326 0.615 -0.260
C -0.208660 0.497962 -0.136074 -0.188 -0.014 -0.135
C -0.681587 1.066382 1.136746 -0.167 -0.188 0.107
C 0.186410 1.885761 0.193787 0.192 0.056 -0.112
H 0.018030 -1.895615 1.377527 0.080 0.104 -0.385
H 1.685977 -2.120422 0.654479 -0.045 0.052 -0.079
H 1.573557 -0.484685 -0.996770 -0.254 -0.059 -0.095
H -1.666764 -0.752232 -1.192166 0.358 -0.165 0.069
H -0.485089 0.114186 -2.271389 0.028 0.109 0.064
H -0.215853 0.691394 2.045053 -0.120 0.137 -0.122
H -1.738724 1.306075 1.209114 0.168 0.044 0.081
H -0.284195 2.690283 -0.370146 0.111 -0.201 0.134
H 1.217237 2.072208 0.484061 -0.171 -0.026 0.019